1.
Entry from the Open Molecules 2025 dataset: C48H36Cl8FeN6OPS3 as an isolated structure in a non-equilibrium geometry (ωB97M-V with the def2-TZVPD basis set).

The geometry in ORCA input format:
```
! wB97M-V def2-TZVPD RIJCOSX def2/J DEFGRID3
* xyz -1 5
Fe 0.543 0.618 -0.255
C 5.180 -2.503 -1.267
S 3.819 -2.416 -2.449
C 2.690 -1.438 -1.405
S 3.041 0.186 -1.162
N 1.748 -2.196 -0.904
N 0.875 -1.503 -0.081
C 0.416 -2.162 0.909
C -0.506 -1.525 1.862
C -0.922 -2.216 2.997
C -1.757 -1.569 3.894
C -2.144 -0.265 3.627
C -1.678 0.343 2.468
N -0.877 -0.270 1.610
H 6.002 -3.035 -1.745
H 4.874 -3.042 -0.370
H 5.504 -1.496 -1.006
H 0.733 -3.187 1.089
H -0.590 -3.232 3.169
H -2.096 -2.074 4.790
H -2.786 0.285 4.303
H -1.942 1.366 2.222
Cl -2.431 0.906 -0.860
C -1.681 2.511 -0.887
C -0.306 2.556 -0.789
C 0.238 3.825 -0.904
Cl 1.981 3.981 -0.862
C -0.526 4.981 -1.025
Cl 0.210 6.544 -1.098
C -1.918 4.875 -1.071
Cl -2.899 6.294 -1.187
C -2.514 3.618 -1.020
Cl -4.236 3.472 -1.105
Cl -1.035 -6.244 -1.642
C -0.966 -5.100 -2.951
C 0.102 -4.223 -3.036
C 0.140 -3.327 -4.090
C -0.861 -3.287 -5.060
C -0.823 -2.255 -6.167
C -1.403 -0.921 -5.692
N -0.610 -0.284 -4.666
C 0.410 0.623 -4.872
C 0.882 0.947 -3.638
N 0.199 0.233 -2.684
C -0.691 -0.479 -3.325
O 0.485 -1.997 -6.637
C 1.001 -3.004 -7.498
C 1.566 -4.166 -6.740
C 1.040 -5.421 -6.715
Cl -0.350 -5.970 -7.570
S 1.863 -6.475 -5.644
C 2.950 -5.225 -5.203
C 2.684 -4.068 -5.857
C -1.921 -4.175 -4.918
Cl -3.244 -4.177 -6.064
C -1.989 -5.091 -3.880
H 0.878 -4.212 -2.281
H 0.970 -2.634 -4.164
H -1.449 -2.600 -6.995
H -2.412 -1.092 -5.317
H -1.464 -0.237 -6.539
H 0.690 0.936 -5.863
H 1.681 1.614 -3.360
H -1.407 -1.153 -2.880
H 1.779 -2.519 -8.088
H 0.223 -3.351 -8.183
H 3.710 -5.404 -4.458
H 3.228 -3.148 -5.689
H -2.821 -5.776 -3.803
N 1.411 1.350 1.466
P 2.304 2.132 2.399
C 1.639 3.770 2.918
C 2.274 4.667 3.772
C 1.670 5.870 4.109
C 0.417 6.188 3.596
C -0.230 5.294 2.753
C 0.379 4.090 2.422
C 2.608 1.369 4.055
C 3.805 1.404 4.762
C 3.919 0.779 5.999
C 2.833 0.112 6.547
C 1.630 0.071 5.849
C 1.524 0.692 4.615
C 4.008 2.505 1.832
C 4.835 1.408 1.582
C 6.100 1.580 1.043
C 6.554 2.855 0.728
C 5.732 3.950 0.948
C 4.466 3.774 1.495
H 3.250 4.425 4.184
H 2.177 6.565 4.770
H -0.051 7.132 3.850
H -1.204 5.539 2.344
H -0.092 3.378 1.753
H 4.663 1.919 4.346
H 4.862 0.811 6.533
H 2.922 -0.378 7.509
H 0.776 -0.452 6.266
H 0.597 0.643 4.053
H 4.466 0.409 1.786
H 6.725 0.716 0.848
H 7.539 2.990 0.297
H 6.069 4.945 0.682
H 3.823 4.635 1.635
*
```

Results
E_HOMO (alpha / beta), eV: -4.354 / -4.194
Relative energy (zero: lowest compared OMol25 entry of this formula, charge and spin), eV: 0.2721
HOMO-LUMO gap (alpha / beta), eV: 6.25 / 6.09
LUMO level (alpha / beta), eV: 1.9 / 1.9

Here are the Mulliken charges for atoms 1 to 4, given in e: -0.024 -0.873 0.036 -0.006

2.
Entry from the Open Molecules 2025 dataset: C48H36MoO7P2S2 as an isolated structure in a non-equilibrium geometry (ωB97M-V with the def2-TZVPD basis set).

The geometry in ORCA input format:
```
! wB97M-V def2-TZVPD RIJCOSX def2/J DEFGRID3
* xyz 4 1
Mo 1.372 -1.028 -2.579
O 0.544 -0.324 -0.559
S 0.061 -0.041 0.863
C 1.047 1.011 1.719
C 1.210 2.380 1.456
C 2.016 3.165 2.275
C 2.623 2.574 3.383
C 3.505 3.143 4.462
C 3.753 1.966 5.452
C 3.038 0.786 4.833
C 2.877 -0.522 5.212
C 2.082 -1.381 4.411
C 1.453 -0.955 3.253
P 0.526 -1.974 2.084
C 3.476 -1.784 -0.263
C 4.106 -0.560 -0.306
C 5.191 -0.364 0.542
C 5.604 -1.390 1.383
C 4.938 -2.608 1.395
C 3.844 -2.823 0.563
C -1.061 -2.335 2.806
C -1.985 -2.999 1.985
C -3.206 -3.393 2.498
C -3.498 -3.161 3.841
C -2.582 -2.518 4.664
C -1.368 -2.093 4.149
C 1.647 0.384 2.846
C 2.421 1.216 3.646
C -1.586 0.535 0.774
C -2.025 0.772 2.072
C -3.314 1.192 2.388
C -4.175 1.395 1.347
C -5.602 1.866 1.369
C -6.008 1.959 -0.116
C -4.796 1.498 -0.873
C -4.600 1.390 -2.224
C -3.354 0.936 -2.652
C -2.301 0.589 -1.804
P -0.794 0.261 -2.682
C 0.012 1.749 -3.260
C -0.585 2.852 -3.867
C 0.223 3.893 -4.314
C 1.603 3.849 -4.150
C 2.217 2.771 -3.508
C 1.393 1.760 -3.067
C -1.364 -0.758 -4.151
C -2.306 -1.733 -3.983
C -2.556 -2.685 -4.996
C -1.863 -2.742 -6.221
C -0.909 -1.805 -6.441
C -0.717 -0.685 -5.489
C -2.462 0.714 -0.372
C -3.747 1.170 0.015
H 0.718 2.833 0.604
H 2.148 4.214 2.049
H 3.026 3.998 4.943
H 4.433 3.521 4.026
H 3.338 2.186 6.436
H 4.813 1.762 5.601
H 3.327 -0.914 6.114
H 1.984 -2.413 4.728
H 3.785 0.223 -0.985
H 5.725 0.575 0.524
H 6.465 -1.244 2.021
H 5.273 -3.406 2.044
H 3.322 -3.769 0.555
H -1.739 -3.221 0.949
H -3.922 -3.906 1.873
H -4.442 -3.496 4.249
H -2.816 -2.346 5.705
H -0.671 -1.575 4.795
H -1.330 0.605 2.889
H -3.601 1.345 3.419
H -5.684 2.824 1.883
H -6.223 1.164 1.928
H -6.268 2.979 -0.408
H -6.874 1.342 -0.359
H -5.361 1.657 -2.944
H -3.217 0.879 -3.724
H -1.658 2.910 -3.997
H -0.231 4.748 -4.795
H 2.211 4.668 -4.511
H 3.286 2.747 -3.355
H 1.858 0.960 -2.456
H -2.870 -1.803 -3.062
H -3.318 -3.434 -4.805
H -2.070 -3.528 -6.934
H -0.311 -1.782 -7.346
H -1.229 0.169 -5.992
O 3.351 -2.553 -3.347
S 2.518 -3.363 -2.500
O 2.902 -4.562 -1.896
O 1.063 -3.112 -2.809
O 2.356 -2.000 -1.126
O 1.244 -0.731 -4.313
O 0.670 -0.270 -5.482
*
```

Results
E_HOMO (alpha / beta), eV: -17.591 / -17.591
HOMO-LUMO gap (alpha / beta), eV: 4.68 / 4.67
LUMO level (alpha / beta), eV: -12.9 / -12.9

Here are the Mulliken charges for atoms 1 to 4, given in e: 0.249 0.891 0.304 0.744

3.
Entry from the Open Molecules 2025 dataset: C48H36N4O4Se4Ti as an isolated structure in a non-equilibrium geometry (ωB97M-V with the def2-TZVPD basis set).

The geometry in ORCA input format:
```
! wB97M-V def2-TZVPD RIJCOSX def2/J DEFGRID3
* xyz -2 3
Ti -0.609 -0.612 0.128
C 4.338 -4.725 -7.292
O 3.374 -5.326 -6.474
C 2.903 -4.582 -5.405
C 1.805 -5.111 -4.729
C 1.216 -4.423 -3.689
C 1.726 -3.188 -3.285
C 2.853 -2.694 -3.931
C 3.440 -3.374 -4.987
C 1.058 -2.386 -2.238
C -0.136 -1.742 -2.585
C -0.739 -1.755 -3.873
C -1.640 -0.730 -3.905
C -1.589 -0.090 -2.634
N -0.720 -0.767 -1.810
C -2.056 1.203 -2.352
C -1.877 1.836 -1.116
C -2.301 3.158 -0.799
C -2.194 3.304 0.553
C -1.731 2.059 1.074
C -1.689 1.710 2.433
C -2.177 2.688 3.411
C -1.385 3.130 4.471
C -1.849 4.070 5.377
C -3.130 4.588 5.252
O -3.702 5.523 6.101
C -3.039 5.849 7.289
C -3.933 4.162 4.195
C -3.462 3.230 3.295
C -1.105 0.510 2.892
N -0.339 -0.295 2.080
C 0.384 -1.116 2.919
C 1.577 -1.751 2.498
C 2.536 -2.151 3.534
C 3.782 -1.527 3.586
C 4.683 -1.768 4.607
C 4.344 -2.647 5.625
O 5.133 -2.904 6.735
C 6.209 -2.040 6.968
C 3.131 -3.326 5.556
C 2.239 -3.082 4.533
C 1.950 -1.872 1.154
C 3.112 -2.559 0.690
C 2.949 -2.774 -0.646
C 1.696 -2.205 -1.010
N 1.131 -1.591 0.086
C -0.060 -0.935 4.254
C -1.000 0.067 4.236
N -1.449 1.207 0.032
C -2.644 1.967 -3.463
C -3.808 1.559 -4.116
C -4.276 2.265 -5.206
C -3.604 3.394 -5.671
O -4.138 4.014 -6.788
C -3.397 5.062 -7.348
C -2.464 3.826 -5.012
C -1.999 3.110 -3.923
H 4.520 -5.412 -8.119
H 5.277 -4.555 -6.750
H 3.985 -3.770 -7.700
H 1.422 -6.069 -5.048
H 0.352 -4.829 -3.179
H 3.263 -1.740 -3.627
H 4.302 -2.940 -5.474
H -0.487 -2.452 -4.650
H -2.258 -0.418 -4.725
H -2.669 3.877 -1.509
H -2.413 4.179 1.141
H -0.378 2.748 4.578
H -1.194 4.391 6.177
H -3.722 6.498 7.840
H -2.103 6.395 7.109
H -2.809 4.969 7.898
H -4.933 4.562 4.118
H -4.094 2.890 2.488
H 4.041 -0.805 2.824
H 5.628 -1.243 4.608
H 6.570 -2.267 7.971
H 5.900 -0.989 6.930
H 7.023 -2.197 6.250
H 2.898 -4.034 6.337
H 1.304 -3.625 4.491
H 3.931 -2.872 1.308
H 3.615 -3.282 -1.320
H 0.296 -1.476 5.113
H -1.560 0.461 5.067
H -4.336 0.687 -3.757
H -5.174 1.967 -5.728
H -3.938 5.380 -8.242
H -2.391 4.724 -7.633
H -3.316 5.909 -6.653
H -1.919 4.704 -5.329
H -1.098 3.438 -3.426
Se -3.127 -1.145 0.471
Se -4.693 -1.586 -1.054
Se -1.630 -4.563 -0.797
Se -1.422 -2.958 0.727
*
```

Results
E_HOMO (alpha / beta), eV: 0.075 / -0.906
HOMO-LUMO gap (alpha / beta), eV: 3.58 / 4.56
LUMO level (alpha / beta), eV: 3.7 / 3.7

Here are the Mulliken charges for atoms 1 to 4, given in e: -0.227 -0.827 -0.463 0.937

4.
Entry from the Open Molecules 2025 dataset: C48H36OP2RuS2 as an isolated structure (ωB97M-V with the def2-TZVPD basis set).

The geometry in ORCA input format:
```
! wB97M-V def2-TZVPD RIJCOSX def2/J DEFGRID3
* xyz 2 1
Ru -0.204 1.616 0.027
O 0.408 1.759 2.695
S -0.101 0.601 1.924
C 1.017 -0.737 2.172
C 0.687 -1.731 3.074
C 1.623 -2.652 3.582
C 2.926 -2.504 3.206
C 4.164 -3.250 3.623
C 5.308 -2.617 2.792
C 4.638 -1.556 1.961
C 5.141 -0.709 1.012
C 4.226 0.107 0.328
C 2.868 0.173 0.618
P 1.830 0.955 -0.621
C 2.239 0.060 -2.134
C 3.286 0.486 -2.958
C 3.683 -0.293 -4.032
C 3.052 -1.507 -4.277
C 2.028 -1.943 -3.451
C 1.618 -1.159 -2.384
C 2.464 2.665 -0.904
C 2.040 3.307 -2.159
C 2.801 4.477 -2.603
C 3.796 4.978 -1.854
C 4.165 4.361 -0.597
C 3.540 3.257 -0.141
C 2.346 -0.641 1.655
C 3.263 -1.520 2.255
C -1.604 0.034 2.582
C -1.731 0.176 3.953
C -2.826 -0.345 4.663
C -3.763 -1.040 3.950
C -5.019 -1.735 4.406
C -5.653 -2.306 3.113
C -4.735 -1.857 2.007
C -4.819 -2.000 0.649
C -3.824 -1.390 -0.133
C -2.722 -0.719 0.379
P -1.778 0.290 -0.802
C -2.870 1.703 -1.025
C -2.749 2.656 -0.012
C -3.524 3.802 -0.014
C -4.447 3.984 -1.037
C -4.595 3.031 -2.036
C -3.810 1.886 -2.036
C -1.642 -0.660 -2.322
C -1.704 -2.051 -2.359
C -1.558 -2.716 -3.566
C -1.340 -1.999 -4.737
C -1.254 -0.613 -4.702
C -1.402 0.056 -3.498
C -2.599 -0.604 1.789
C -3.644 -1.154 2.551
H -0.328 -1.796 3.438
H 1.305 -3.413 4.280
H 4.059 -4.318 3.432
H 4.330 -3.138 4.695
H 5.804 -3.348 2.152
H 6.080 -2.181 3.427
H 6.189 -0.695 0.746
H 4.613 0.693 -0.498
H 3.799 1.423 -2.774
H 4.487 0.041 -4.674
H 3.370 -2.119 -5.111
H 1.548 -2.895 -3.634
H 0.828 -1.509 -1.734
H 1.590 2.693 -2.929
H 2.528 4.921 -3.550
H 4.342 5.849 -2.190
H 4.972 4.793 -0.021
H 3.826 2.793 0.792
H -0.946 0.700 4.485
H -2.899 -0.204 5.733
H -5.684 -1.029 4.905
H -4.787 -2.513 5.134
H -6.664 -1.932 2.953
H -5.721 -3.395 3.137
H -5.638 -2.521 0.173
H -3.953 -1.433 -1.209
H -2.096 2.488 0.870
H -3.432 4.531 0.779
H -5.067 4.870 -1.045
H -5.325 3.181 -2.820
H -3.920 1.152 -2.824
H -1.875 -2.620 -1.453
H -1.623 -3.796 -3.594
H -1.240 -2.521 -5.679
H -1.081 -0.057 -5.613
H -1.340 1.138 -3.478
S 0.712 3.757 -0.872
*
```

Results
E_HOMO, eV: -13.060
HOMO-LUMO gap, eV: 7.53
LUMO level, eV: -5.5

Here are the Mulliken charges for atoms 1 to 4, given in e: -1.374 -0.926 2.821 0.408

5.
Entry from the Open Molecules 2025 dataset: C48H37AlNO4P2 as an isolated structure in a non-equilibrium geometry (ωB97M-V with the def2-TZVPD basis set).

The geometry in ORCA input format:
```
! wB97M-V def2-TZVPD RIJCOSX def2/J DEFGRID3
* xyz 1 1
Al -0.475 -0.317 0.620
N 2.454 0.847 -1.270
C 3.274 -0.221 -0.983
C 4.664 -0.057 -1.056
C 5.518 -1.127 -0.903
C 5.023 -2.403 -0.651
C 3.662 -2.583 -0.539
C 2.777 -1.511 -0.698
P 1.001 -1.856 -0.579
C 0.513 -2.587 -2.164
C -0.798 -3.055 -2.291
C -1.196 -3.671 -3.465
C -0.299 -3.805 -4.516
C 0.991 -3.308 -4.403
C 1.402 -2.695 -3.228
C 0.910 -3.207 0.640
C 0.662 -4.539 0.330
C 0.617 -5.481 1.348
C 0.817 -5.104 2.667
C 1.066 -3.775 2.982
C 1.110 -2.831 1.971
H 1.500 0.807 -0.971
H 2.851 1.766 -1.161
H 5.065 0.931 -1.251
H 6.585 -0.967 -0.985
H 5.695 -3.243 -0.546
H 3.264 -3.566 -0.321
H -1.494 -2.946 -1.465
H -2.205 -4.052 -3.559
H -0.614 -4.297 -5.427
H 1.680 -3.400 -5.233
H 2.410 -2.313 -3.139
H 0.499 -4.841 -0.697
H 0.429 -6.520 1.110
H 0.780 -5.846 3.455
H 1.231 -3.479 4.010
H 1.329 -1.793 2.208
C -3.183 5.091 1.117
C -2.836 3.982 1.877
C -2.279 2.873 1.266
C -2.055 2.870 -0.109
C -2.405 3.980 -0.870
C -2.972 5.086 -0.253
P -1.453 1.330 -0.859
C -0.909 1.729 -2.541
C -1.325 0.994 -3.648
C -0.858 1.329 -4.910
C 0.031 2.381 -5.070
C 0.470 3.096 -3.963
C 0.010 2.767 -2.699
C -3.016 0.404 -1.018
C -4.036 0.894 -1.798
C -5.236 0.182 -1.946
C -5.403 -1.011 -1.299
C -4.391 -1.528 -0.460
C -4.569 -2.754 0.225
C -3.600 -3.233 1.059
C -2.414 -2.501 1.259
C -2.176 -1.304 0.615
C -3.176 -0.810 -0.288
H -3.621 5.958 1.593
H -3.000 3.984 2.947
H -2.023 1.998 1.854
H -2.236 3.986 -1.939
H -3.251 5.945 -0.849
H -2.015 0.171 -3.526
H -1.195 0.766 -5.771
H 0.387 2.644 -6.057
H 1.171 3.911 -4.087
H 0.343 3.322 -1.828
H -3.913 1.840 -2.311
H -6.020 0.581 -2.577
H -6.323 -1.572 -1.408
H -5.494 -3.299 0.077
H -3.744 -4.172 1.577
H -1.677 -2.895 1.950
O 1.060 2.468 0.858
C 0.984 1.765 1.846
O 0.449 0.535 1.768
C 1.470 2.155 3.178
C 1.347 1.304 4.270
C 1.884 1.635 5.512
C 2.544 2.837 5.603
O 3.168 3.375 6.677
C 3.723 4.620 6.247
O 3.329 4.825 4.895
C 2.645 3.706 4.517
C 2.122 3.396 3.295
H 0.821 0.366 4.158
H 1.797 0.981 6.367
H 4.813 4.576 6.315
H 3.342 5.426 6.876
H 2.197 4.059 2.445
*
```

Results
E_HOMO, eV: -10.319
Relative energy (zero: lowest compared OMol25 entry of this formula, charge and spin), eV: 0.8414
HOMO-LUMO gap, eV: 8.09
LUMO level, eV: -2.2

Here are the Mulliken charges for atoms 1 to 4, given in e: -1.537 0.165 0.596 -0.712